No. 1
Density functional theory data (the ωB97M-V functional and the def2-TZVPD basis) for a molecular structure, C22H23N4SSc.

Properties
Net charge: +2
LUMO level in eV: -7.471
HOMO-LUMO gap in eV: 6.695
Energy in Eh: -2229.652788
Highest occupied orbital energy in eV: -14.17

Geometry as XYZ:
```
51
Properties=species:S:1:pos:R:3:forces:R:3:lowdin_charge:R:1
Sc 0.32800 -1.09761 0.17743 0.421 -0.703 -0.050 1.08
N 1.80136 0.27241 4.16859 0.047 -0.062 0.152 0.13
C 1.17491 0.05870 3.01779 -0.181 0.030 -0.513 -0.79
S 0.95068 -1.62642 2.54123 -0.319 0.094 -0.715 0.71
N 0.78499 1.08452 2.31264 0.393 0.623 0.584 0.02
N 0.16108 0.79618 1.15061 -0.426 -0.222 -0.282 -0.10
C -0.65595 1.68783 0.66405 0.312 0.057 0.434 -0.14
C -0.85996 3.00346 1.29336 -0.044 0.082 -0.026 -0.21
C 0.20127 3.90371 1.37110 -0.006 -0.038 -0.019 -0.02
C 0.00623 5.14534 1.95040 0.027 -0.009 -0.021 -0.05
C -1.23423 5.47926 2.47753 -0.005 0.016 0.012 -0.04
C -2.28696 4.57751 2.41547 -0.077 0.003 0.048 -0.05
C -2.10930 3.34280 1.81423 0.085 -0.051 -0.093 -0.03
C -1.43931 1.27968 -0.51178 -0.177 -0.086 -0.229 -0.18
C -2.33709 2.14184 -1.12089 0.133 0.012 0.051 0.05
C -3.12075 1.68233 -2.16934 -0.006 -0.162 -0.063 0.02
C -2.98938 0.36431 -2.57522 -0.027 0.091 -0.020 0.00
C -2.05702 -0.43230 -1.94095 0.049 -0.067 0.006 -0.09
N -1.27803 -0.00289 -0.93712 -0.206 0.166 0.109 0.01
H 2.05830 -0.50246 4.75289 0.038 0.009 0.088 0.11
H 1.93734 1.21343 4.50501 -0.040 -0.006 -0.043 0.13
H 1.16980 3.63013 0.97201 0.002 0.024 0.031 0.12
H 0.82453 5.85106 1.99630 -0.008 -0.002 0.004 0.12
H -1.38066 6.44573 2.94103 0.001 -0.006 -0.009 0.12
H -3.24980 4.83355 2.83674 0.014 0.013 -0.003 0.12
H -2.92949 2.63578 1.76622 -0.016 0.022 0.023 0.13
H -2.42159 3.15938 -0.76926 0.033 -0.003 0.010 0.13
H -3.82852 2.33895 -2.65732 0.006 0.023 0.023 0.14
H -3.58930 -0.04684 -3.37428 -0.002 0.005 0.004 0.13
H -1.93189 -1.46031 -2.24593 -0.003 -0.010 0.019 0.10
C 1.58624 -1.13370 -3.61227 -0.034 0.120 0.061 0.00
C 1.39253 -1.88834 -2.32956 -0.010 -0.114 0.032 -0.26
C 2.38791 -1.89159 -1.33537 -0.111 -0.144 0.059 -0.02
C 2.33056 -2.78227 -0.24896 0.014 -0.166 -0.025 -0.32
C 3.52576 -2.99530 0.63257 0.026 0.091 0.054 -0.02
C 1.16426 -3.55295 -0.07660 0.095 0.027 -0.190 -0.08
C 0.13407 -3.54867 -1.03315 0.226 -0.153 -0.073 -0.28
C -1.01351 -4.51393 -0.93054 -0.053 0.083 0.081 0.00
C 0.27956 -2.72313 -2.15837 0.124 0.040 0.230 -0.04
H 1.25669 -0.09547 -3.53011 -0.007 0.000 0.023 0.10
H 1.02184 -1.60039 -4.41733 -0.009 0.021 -0.005 0.10
H 2.63894 -1.12085 -3.89021 -0.004 0.016 0.003 0.10
H 3.30613 -1.34327 -1.51315 -0.052 0.131 0.084 0.15
H 3.55932 -2.27753 1.45176 -0.021 0.017 -0.015 0.07
H 4.44255 -2.88822 0.05462 -0.007 -0.023 -0.015 0.10
H 3.50026 -3.99165 1.06921 0.009 0.002 0.009 0.11
H 1.13130 -4.27421 0.73092 -0.062 0.075 0.086 0.14
H -1.81962 -4.12273 -0.30488 -0.006 -0.004 0.001 0.10
H -0.68449 -5.45016 -0.48306 -0.005 0.005 0.009 0.10
H -1.42650 -4.72743 -1.91455 -0.017 0.010 0.003 0.10
H -0.41304 -2.83723 -2.98347 -0.110 0.124 0.073 0.14
```
Forces are in eV/Å.

No. 2
Density functional theory data (the ωB97M-V functional and the def2-TZVPD basis) for a molecular structure, C22H23N6OPtS.

Properties
Multiplicity: 3
Net charge: +1
LUMO level (spin up / spin down) in eV: -2.223 / -4.068
HOMO-LUMO gap (spin up / spin down) in eV: 7.603 / 6.399
Energy in Eh: -1773.246110
Highest occupied orbital energy (spin up / spin down) in eV: -9.83 / -10.47

Geometry as XYZ:
```
54
Properties=species:S:1:pos:R:3:forces:R:3:lowdin_charge:R:1
Pt -0.83221 -1.21776 -0.75467 0.039 -0.704 -0.322 0.79
C -0.80667 -0.03488 4.46214 -0.011 0.124 -0.106 -0.03
N -0.85952 0.97493 3.40731 0.029 -0.130 0.281 -0.12
C -0.62542 2.32918 3.58966 -0.008 -0.383 0.362 -0.02
C -0.75689 2.91690 2.40268 -0.100 -0.078 -0.496 -0.02
N -1.08189 1.91705 1.47184 0.039 0.139 -0.252 0.04
C -1.15217 0.69813 2.11484 0.067 0.514 0.128 -0.65
S -1.55853 -0.87888 1.63037 0.217 0.128 -0.260 0.66
C -1.24205 2.21113 0.07759 0.128 -0.114 0.310 -0.26
C -0.74328 3.40262 -0.43407 0.126 0.201 0.053 -0.01
C -0.95334 3.67767 -1.77052 0.047 0.115 0.012 -0.05
C -1.62476 2.75653 -2.55960 0.006 -0.054 -0.113 -0.04
C -2.05587 1.59265 -1.95875 -0.055 -0.089 0.100 -0.13
N -1.87592 1.32423 -0.65712 -0.435 0.244 -0.175 0.05
H -0.59483 0.46833 5.40067 0.008 0.015 0.007 0.09
H -0.02793 -0.76199 4.24570 0.039 0.002 -0.036 0.09
H -1.75671 -0.55893 4.52955 -0.043 0.030 -0.006 0.08
H -0.40180 2.75392 4.55577 -0.025 -0.115 -0.106 0.13
H -0.68060 3.95667 2.14269 -0.031 -0.113 -0.017 0.12
H -0.18909 4.09811 0.17983 -0.004 -0.061 -0.066 0.11
H -0.58355 4.60397 -2.19429 -0.019 -0.050 0.032 0.12
H -1.80658 2.93277 -3.61282 0.011 -0.015 0.100 0.12
H -2.58640 0.83260 -2.52253 0.015 0.009 0.025 0.11
C 3.20249 -4.84059 -0.81519 0.030 0.010 -0.010 -0.06
C 3.79918 -3.68944 -1.32502 -0.006 0.031 -0.007 -0.06
C 3.13418 -2.47883 -1.27915 -0.051 -0.003 0.011 -0.01
C 1.84304 -2.40067 -0.72022 0.051 0.264 -0.107 -0.29
C 1.24611 -3.57045 -0.22216 0.086 0.014 -0.044 -0.03
C 1.92505 -4.77498 -0.27021 -0.021 0.005 0.022 -0.07
N 1.14127 -1.19131 -0.69231 0.212 0.181 0.399 -0.11
C 1.89232 0.02348 -0.66029 -0.132 -0.343 0.058 -0.30
C 2.91316 0.19411 0.27685 -0.003 -0.002 0.056 -0.03
C 3.59807 1.39910 0.34626 -0.013 -0.083 0.029 -0.07
C 3.29042 2.43232 -0.53082 -0.022 0.004 -0.028 -0.08
C 2.28932 2.25066 -1.47683 0.003 0.018 -0.039 -0.08
C 1.58159 1.05776 -1.53335 -0.016 0.040 -0.124 -0.04
H 3.73409 -5.78490 -0.84299 -0.049 0.073 -0.012 0.11
H 4.78675 -3.74062 -1.77027 -0.090 0.004 0.045 0.11
H 3.58587 -1.58998 -1.70053 0.011 -0.041 0.022 0.12
H 0.26250 -3.50518 0.21774 -0.097 0.016 0.059 0.08
H 1.46055 -5.66854 0.13178 0.030 0.083 -0.038 0.11
H 3.15166 -0.62000 0.95054 0.009 0.044 0.007 0.12
H 4.38346 1.52724 1.08306 -0.069 -0.020 -0.052 0.11
H 3.83567 3.36837 -0.48293 -0.040 -0.082 -0.018 0.11
H 2.06309 3.04094 -2.18578 0.010 -0.081 0.073 0.11
H 0.81230 0.89845 -2.27965 -0.044 0.048 0.024 0.10
N -4.26946 -0.47338 -0.50187 -0.078 -0.160 -0.041 0.18
C -3.94078 -1.60900 -1.13780 0.118 -0.103 -0.181 -0.63
N -4.91722 -2.49915 -1.40974 0.129 0.128 0.042 0.19
O -2.76942 -1.85488 -1.52177 -0.152 0.311 0.407 -0.17
H -5.18105 -0.34512 -0.10051 0.011 -0.038 0.024 0.12
H -3.50550 0.10122 -0.17493 0.148 0.105 0.019 0.03
H -5.88030 -2.32929 -1.19142 -0.048 0.024 -0.003 0.11
H -4.67239 -3.32228 -1.92676 0.041 -0.061 -0.048 0.12
```
Forces are in eV/Å.

No. 3
Density functional theory data (the ωB97M-V functional and the def2-TZVPD basis) for a single C22H23NO5 molecule.

Properties
Energy relative to the best compared isomer or geometry (same formula, charge and spin) in eV: 1.712
SMILES string: COc1ccccc1-c1c(C)oc2c(CN3CCOCC3)c(O)ccc2c1=O
LUMO level in eV: 0.493
HOMO-LUMO gap in eV: 9.116
Energy in Eh: -1283.080941
Highest occupied orbital energy in eV: -8.62

Geometry as XYZ:
```
51
Properties=species:S:1:pos:R:3:forces:R:3:lowdin_charge:R:1
C 1.88505 -1.16948 -2.70540 0.046 -0.402 0.164 -0.06
O 2.31881 0.01124 -3.34797 -0.073 0.489 -0.108 -0.09
C 1.37348 0.83648 -3.90743 -0.126 0.049 -0.132 -0.23
C 1.70393 1.39251 -5.14034 0.118 -0.071 0.090 0.00
C 0.82113 2.22403 -5.79946 0.049 -0.067 0.020 -0.08
C -0.41782 2.49581 -5.24279 -0.144 0.099 0.022 -0.08
C -0.74225 1.96758 -4.00888 0.099 0.045 -0.157 -0.01
C 0.15101 1.16019 -3.31161 0.244 -0.161 0.103 -0.13
C -0.23288 0.70197 -1.95866 0.041 0.092 0.209 -0.08
C 0.43984 1.13811 -0.87085 -0.090 0.141 -0.589 -0.22
C 1.60870 2.07071 -0.92862 -0.113 -0.129 0.194 0.04
O 0.12922 0.78182 0.39532 0.116 0.025 0.120 0.08
C -0.91906 -0.05634 0.61631 -0.726 -0.592 -0.152 -0.13
C -1.19791 -0.39791 1.94391 0.270 0.217 0.146 -0.07
C -0.38761 0.19743 3.07179 0.002 0.136 -0.166 -0.11
N -0.09884 -0.80286 4.09845 -0.150 -0.008 0.078 -0.20
C 0.39739 -0.25239 5.35343 0.348 0.096 0.126 -0.15
C 1.86896 0.17009 5.27192 -0.291 0.089 0.087 -0.19
O 2.68248 -0.90624 4.85845 0.030 -0.075 0.086 -0.13
C 2.26634 -1.40688 3.60544 -0.249 -0.126 -0.163 -0.18
C 0.80218 -1.85916 3.64450 0.336 -0.100 0.011 -0.13
C -2.26320 -1.26276 2.20381 0.172 0.144 -0.313 -0.26
O -2.57176 -1.64892 3.45296 -0.326 -0.006 -0.005 0.07
C -3.04605 -1.75430 1.15019 -0.038 -0.053 0.088 0.01
C -2.76330 -1.40345 -0.14304 0.135 0.077 0.166 0.01
C -1.69084 -0.55534 -0.43665 0.129 0.135 0.084 -0.07
C -1.38350 -0.19682 -1.82698 0.091 -0.026 0.225 -0.33
O -2.01492 -0.62461 -2.78033 0.047 0.050 0.047 0.08
H 2.62279 -1.93868 -2.94168 -0.066 0.027 0.024 0.10
H 1.84483 -1.04356 -1.61848 -0.006 -0.024 -0.097 0.09
H 0.90574 -1.48917 -3.06622 -0.007 0.016 -0.009 0.11
H 2.66412 1.14622 -5.56650 0.101 -0.043 -0.050 0.12
H 1.09245 2.64333 -6.75666 0.030 0.024 -0.084 0.10
H -1.12451 3.12328 -5.76402 -0.060 0.062 -0.041 0.10
H -1.69791 2.18806 -3.55730 -0.092 -0.002 0.043 0.12
H 1.84024 2.42819 0.07140 0.020 0.050 0.028 0.09
H 1.38487 2.91391 -1.57835 -0.001 0.026 -0.036 0.10
H 2.48252 1.56287 -1.33559 0.059 -0.044 -0.033 0.09
H 0.51411 0.66187 2.65407 -0.118 0.015 0.128 0.12
H -0.97678 0.99004 3.54925 0.095 -0.019 0.001 0.14
H -0.22277 0.59647 5.64751 -0.013 -0.022 0.032 0.13
H 0.30038 -1.03888 6.10875 0.018 0.105 0.038 0.13
H 2.23731 0.46943 6.25416 -0.065 0.074 -0.059 0.13
H 1.98260 1.01609 4.57575 0.027 -0.038 0.068 0.12
H 2.92053 -2.25094 3.38324 -0.063 0.045 -0.085 0.13
H 2.40625 -0.63695 2.83059 0.035 -0.059 0.033 0.12
H 0.48655 -2.19608 2.65548 0.000 -0.069 0.031 0.13
H 0.70671 -2.69097 4.34902 0.039 -0.026 -0.093 0.13
H -1.83983 -1.37368 4.04727 0.278 -0.036 -0.066 0.09
H -3.86594 -2.41065 1.39265 -0.104 -0.094 0.020 0.12
H -3.35011 -1.77127 -0.97035 -0.053 -0.036 -0.075 0.12
```
Forces are in eV/Å.

No. 4
Density functional theory data (the ωB97M-V functional and the def2-TZVPD basis) for 2 unconnected molecules or ions with the total composition C22H24BF2N2.

Properties
Net charge: +1
LUMO level in eV: -5.772
HOMO-LUMO gap in eV: 4.959
Energy in Eh: -1186.502999
Highest occupied orbital energy in eV: -10.73

Geometry as XYZ:
```
51
Properties=species:S:1:pos:R:3:forces:R:3:lowdin_charge:R:1
C 1.35820 5.60651 -1.00785 -0.067 -0.065 0.071 -0.06
N 0.12993 4.86891 -1.20933 0.087 0.599 -0.346 -0.26
C -0.53231 5.10861 -2.47301 -0.018 -0.062 0.104 -0.06
C -0.32180 3.92090 -0.30500 -0.137 -0.856 0.478 -0.23
C -1.21055 4.25816 0.74024 0.629 -0.411 -0.688 0.05
C -1.61801 3.27690 1.61519 -0.099 -0.430 0.325 -0.03
N -1.19475 1.99639 1.51528 0.427 0.153 -0.663 -0.05
B -1.64875 0.87724 2.52959 -0.416 -0.898 0.877 -0.34
H -1.07018 -0.22715 2.26655 -0.400 1.312 -0.011 0.00
C -0.35589 1.65877 0.51417 -0.140 -0.036 0.234 -0.05
C 0.10097 2.57580 -0.40545 -0.300 0.579 0.182 0.05
H 1.79850 5.34324 -0.03570 -0.065 0.183 -0.348 0.10
H 2.07169 5.38050 -1.81666 0.034 0.044 0.255 0.09
H 1.14530 6.68629 -1.04538 0.210 -0.161 0.146 0.09
H -1.43948 4.49194 -2.54357 0.274 0.273 -0.082 0.10
H -0.79465 6.17535 -2.55017 -0.127 -0.249 -0.116 0.09
H 0.14796 4.87284 -3.30717 -0.254 -0.030 0.023 0.09
H -1.55516 5.27955 0.83994 -0.003 -0.096 0.033 0.13
H -2.30366 3.50013 2.43372 0.233 -0.247 -0.191 0.14
H -1.35043 1.23598 3.66461 0.011 -0.059 -0.388 0.02
H -2.86874 0.74911 2.44958 0.410 0.044 -0.109 0.02
H -0.05546 0.60801 0.47983 -0.158 0.457 0.084 0.11
H 0.78186 2.25015 -1.18799 -0.139 0.221 0.107 0.13
F 4.84479 -3.18512 1.80080 -1.167 0.356 0.607 0.06
C 3.68669 -2.74391 2.39035 0.429 -0.133 -0.642 -0.22
C 3.74177 -2.27891 3.70617 -0.783 0.067 -0.341 0.05
C 2.54436 -1.82854 4.29050 0.389 0.003 0.064 -0.03
C 1.35940 -1.80435 3.57139 -0.502 -0.091 -0.320 0.01
C 1.31976 -2.24051 2.22118 0.857 -0.198 0.457 -0.19
C 0.08734 -2.22360 1.49816 -0.028 -0.737 -0.249 0.03
C 0.01033 -2.57346 0.15286 -0.004 -0.078 -0.196 -0.06
C -1.19377 -2.68987 -0.52207 0.344 -0.012 0.590 0.06
C -1.31527 -3.16265 -1.86266 -0.208 -0.429 -1.206 -0.20
C -0.20132 -3.66188 -2.60211 -0.428 0.143 -0.187 0.08
C -0.39904 -4.06618 -3.91767 0.790 -0.286 -0.168 -0.22
F 0.67594 -4.53993 -4.63074 -1.095 0.514 0.808 0.06
C -1.64238 -4.02647 -4.55411 -0.090 0.223 0.765 0.05
C -2.73924 -3.56182 -3.81035 0.073 -0.020 -0.202 -0.04
C -2.59055 -3.14260 -2.49438 0.580 0.041 0.353 0.00
C 2.51946 -2.74915 1.63698 0.084 0.274 0.435 0.08
H 4.68971 -2.26624 4.23532 -0.178 -0.058 -0.040 0.13
H 2.55527 -1.48115 5.32386 0.001 -0.095 -0.311 0.12
H 0.41953 -1.45083 4.01891 0.570 -0.058 -0.137 0.13
H -0.83630 -2.02278 2.03744 0.269 0.045 -0.080 0.11
H 0.94122 -2.82086 -0.36804 -0.540 0.243 0.148 0.10
H -2.11591 -2.42888 0.01310 0.311 -0.004 -0.220 0.15
H 0.78926 -3.73223 -2.15131 -0.297 -0.040 -0.339 0.13
H -1.74320 -4.36247 -5.58438 0.053 0.093 0.256 0.14
H -3.72390 -3.51840 -4.27425 0.274 -0.056 0.093 0.12
H -3.43781 -2.77832 -1.91167 0.132 -0.114 -0.294 0.13
H 2.53927 -3.15300 0.62529 0.175 0.146 0.375 0.12
```
Forces are in eV/Å.

Among the records above, which one has the lowest energy?
C22H23N4SSc

The highest energy belongs to which entry?
C22H24BF2N2

Which formula does entry 2 have?
C22H23N6OPtS